DFT (ωB97M-V/def2-TZVPD) results for one molecule with the formula C9H11NO2 in a non-equilibrium geometry.

Properties
gap between HOMO and LUMO	0.3584	Ha
LUMO	0.03200	Eh
ΔE to the lowest compared entry with this formula, charge and spin	459.0	kJ/mol
structure (SMILES)	CC1=C[C@@H]2C=C[C@H]1C(=O)N(C)O2
electronic energy	-15092.42713	eV
highest occupied orbital energy	-8.88	eV

The geometry in ORCA input format:
```
! RIJCOSX wB97M-V def2-TZVPD def2/J DEFGRID3
* xyz 0 1
C -2.22 -1.50 0.57
C -1.26 -0.33 0.12
C -1.06 0.82 0.79
C 0.03 1.77 0.36
C -0.08 2.01 -1.14
C -0.43 0.93 -1.87
C -0.47 -0.41 -1.09
C 1.00 -0.75 -0.73
O 1.37 -1.88 -0.99
N 1.74 0.11 -0.02
C 3.02 -0.26 0.47
O 1.40 1.40 0.51
H -1.58 -2.33 0.63
H -2.80 -1.78 -0.19
H -2.67 -1.36 1.49
H -1.49 1.27 1.71
H 0.07 2.75 0.90
H 0.24 3.02 -1.59
H -0.24 0.87 -2.99
H -0.79 -1.16 -1.77
H 3.86 0.12 -0.08
H 3.06 0.11 1.47
H 3.08 -1.30 0.42
*
```